Here is the ion C4H11N2O with charge +1 from the OMol25 dataset. Energies are from ωB97M-V/def2-TZVPD.

Geometry as XYZ:
```
18
Properties=species:S:1:pos:R:3:forces:R:3:lowdin_charge:R:1
C -0.2704 1.8853 0.1451 -0.54 1.13 0.86 0.019
C 0.2149 0.4600 -0.1010 -0.88 1.85 -0.19 -0.527
O 1.5930 0.5744 -0.1993 1.29 -0.65 0.83 -0.084
N 2.2221 -0.7507 -0.2093 -0.97 -0.57 -2.52 0.066
C -0.5728 -0.4799 -1.0413 2.19 0.57 -1.31 -0.054
C -1.2552 -1.0369 0.1692 0.30 -4.47 -1.56 -0.097
N -0.2115 -0.4458 1.0253 0.42 -1.75 1.66 0.138
H 0.1340 2.1026 1.1840 -0.03 0.44 -1.46 0.111
H -1.3921 2.1184 0.2836 1.56 -1.07 -0.68 0.127
H 0.1245 2.5616 -0.6758 -0.32 -0.73 1.29 0.124
H 3.1497 -0.8843 0.2292 -0.68 1.57 0.09 0.124
H 2.3642 -0.8565 -1.2513 0.12 -0.32 1.66 0.130
H 0.2324 -1.1032 -1.5091 -1.28 -0.05 0.32 0.129
H -1.1410 0.0183 -1.8142 -0.22 -0.01 -0.01 0.131
H -2.2716 -0.7927 0.2097 -1.21 1.47 1.06 0.117
H -1.3393 -2.1982 0.1771 0.70 1.90 0.37 0.172
H -0.4341 -0.2500 2.0098 0.10 0.80 -0.42 0.203
H 0.6173 -1.0892 1.0380 -0.55 -0.09 0.01 0.170
```
Forces are in eV/Å.

Values from the calculation:
Spin multiplicity = 1
Electronic energy = -9344.5642 eV
Relative energy (zero: lowest compared OMol25 entry of this formula, charge and spin) = 4.293 eV
Orbital gap = 0.4378 Ha
SMILES = C[C@]1(ON)CC[NH2+]1
Net charge = +1
Molar mass = 103.14 g/mol